[1]
Entry from OMol25: ClH12LiO6 as an isolated structure at a distorted geometry (ωB97M-V/def2-TZVPD).

Element x y z (Å)
1 Li -4.85 -17.04 10.57
2 Cl -5.20 -15.44 10.72
3 O -4.17 -17.93 11.41
4 H -3.91 -18.82 11.64
5 H -4.14 -17.45 12.23
6 O -6.55 -15.69 8.81
7 H -5.94 -15.90 9.51
8 H -7.41 -15.69 9.22
9 O -6.28 -18.00 12.29
10 H -5.51 -18.55 12.47
11 H -6.31 -17.93 11.34
12 O -4.36 -17.17 9.36
13 H -5.04 -17.33 8.71
14 H -3.54 -17.20 8.86
15 O -5.97 -17.74 10.35
16 H -6.87 -17.45 10.48
17 H -6.05 -18.54 9.83
18 O -2.27 -17.14 11.05
19 H -1.65 -17.58 11.63
20 H -3.12 -17.51 11.29

LUMO, eV: -0.82
Relative energy (zero: lowest compared OMol25 entry of this formula, charge and spin), eV: 17.8368
E_HOMO, eV: -8.61

Atom charges from the Löwdin analysis, given in e for atoms 1 to 2: atom 1 (Li): 0.09, atom 2 (Cl): 0.46



[2]
Entry from OMol25: a 2-piece molecular cluster, C2H3Cl2NSSi overall at a distorted geometry (ωB97M-V/def2-TZVPD).

Element x y z (Å)
1 C -0.26 -2.49 0.70
2 C 0.99 0.51 -0.21
3 N 0.31 -3.46 0.38
4 Si -0.81 0.92 -0.11
5 S -1.64 -0.33 1.43
6 Cl -1.66 0.48 -1.86
7 Cl -1.15 2.83 0.51
8 H 1.60 0.56 0.68
9 H 1.37 -0.45 -0.77
10 H 1.25 1.42 -0.77

LUMO (alpha / beta), eV: -3.80 / -3.77
Relative energy (zero: lowest compared OMol25 entry of this formula, charge and spin), eV: 3.6718
E_HOMO (alpha / beta), eV: -10.98 / -10.95

Atom charges from the Löwdin analysis, given in e for atoms 1 to 2: atom 1 (C): -0.25, atom 2 (C): -0.30



[3]
Entry from OMol25: FHIPS in the gas phase at a distorted geometry (ωB97M-V/def2-TZVPD).

Element x y z (Å)
1 F 0.17 0.13 -1.64
2 P 0.15 0.13 0.11
3 S 0.08 1.94 0.84
4 I -1.80 -1.22 0.32
5 H 1.41 -0.98 0.36

LUMO, eV: -0.99
Relative energy (zero: lowest compared OMol25 entry of this formula, charge and spin), eV: 0.7433
E_HOMO, eV: -9.81

Atom charges from the Löwdin analysis, given in e for atoms 1 to 2: atom 1 (F): -0.46, atom 2 (P): -0.20



[4]
Entry from OMol25: C25H19ClN2O8PTc as an isolated structure (ωB97M-V/def2-TZVPD).

Element x y z (Å)
1 Tc 0.76 -0.56 0.96
2 O -1.68 -2.48 3.47
3 C -0.71 -2.05 2.94
4 O -0.71 -1.51 1.67
5 C 0.68 -2.05 3.51
6 C 1.11 -2.44 4.76
7 C 2.46 -2.28 5.06
8 C 3.34 -1.74 4.13
9 C 2.82 -1.37 2.90
10 N 1.54 -1.55 2.64
11 C 3.53 -0.73 1.74
12 O 4.69 -0.56 1.61
13 O 2.61 -0.45 0.73
14 H 0.41 -2.85 5.47
15 H 2.83 -2.56 6.04
16 H 4.39 -1.59 4.33
17 N 0.84 -2.21 -0.43
18 C 0.12 -2.13 -1.71
19 C 0.07 -3.26 -2.51
20 C -0.58 -3.18 -3.74
21 C -1.16 -1.99 -4.15
22 C -1.10 -0.87 -3.33
23 C -0.47 -0.94 -2.09
24 P -0.38 0.47 -0.96
25 C 0.19 1.86 -1.93
26 C 1.56 1.99 -2.16
27 C 2.03 3.01 -2.97
28 C 1.14 3.90 -3.55
29 C -0.23 3.77 -3.32
30 C -0.70 2.75 -2.51
31 C -2.06 0.80 -0.38
32 C -2.24 1.93 0.42
33 C -3.48 2.18 0.98
34 C -4.53 1.30 0.76
35 C -4.35 0.17 -0.02
36 C -3.11 -0.08 -0.59
37 H 0.53 -3.04 0.07
38 H 1.83 -2.35 -0.63
39 H 0.53 -4.19 -2.20
40 H -0.63 -4.06 -4.37
41 H -1.65 -1.93 -5.11
42 H -1.55 0.06 -3.66
43 H 2.26 1.31 -1.68
44 H 3.09 3.12 -3.14
45 H 1.51 4.70 -4.18
46 H -0.92 4.47 -3.77
47 H -1.77 2.66 -2.33
48 H -1.42 2.62 0.60
49 H -3.62 3.06 1.60
50 H -5.50 1.49 1.21
51 H -5.16 -0.51 -0.19
52 H -2.97 -0.97 -1.20
53 O 0.42 3.17 2.96
54 Cl 1.19 2.25 2.24
55 O 2.50 2.06 2.76
56 O 0.48 0.87 2.41
57 O 1.21 2.49 0.83

LUMO (alpha / beta), eV: -5.07 / -4.96
Total charge: +1
Relative energy (zero: lowest compared OMol25 entry of this formula, charge and spin), eV: 0.4169
E_HOMO (alpha / beta), eV: -12.02 / -11.99
2S+1: 2

Atom charges from the Löwdin analysis, given in e for atoms 1 to 2: atom 1 (Tc): 1.53, atom 2 (O): 0.19



[5]
Entry from OMol25: a 3-piece molecular cluster, C5H12O2 overall (ωB97M-V/def2-TZVPD).

Element x y z (Å)
1 C 2.90 0.95 -0.20
2 C 2.88 -0.15 -0.95
3 O 0.70 -1.97 -0.50
4 C -0.14 -1.49 0.21
5 C -1.23 -0.59 -0.31
6 O -1.92 -0.02 0.77
7 C -3.08 0.66 0.37
8 H 1.06 0.64 1.17
9 H 2.43 1.87 -0.53
10 H 3.37 0.97 0.78
11 H 3.33 -1.08 -0.61
12 H 2.38 -0.18 -1.92
13 H -0.18 -1.70 1.30
14 H 0.40 0.60 1.53
15 H -0.79 0.17 -0.98
16 H -1.90 -1.22 -0.92
17 H -3.80 -0.03 -0.11
18 H -2.86 1.47 -0.34
19 H -3.54 1.09 1.26

LUMO, eV: 0.94
Relative energy (zero: lowest compared OMol25 entry of this formula, charge and spin), eV: 3.5750
E_HOMO, eV: -9.88

Atom charges from the Löwdin analysis, given in e for atoms 1 to 2: atom 1 (C): -0.13, atom 2 (C): -0.10



[6]
Entry from OMol25: C34H37F3N6O3STeZn as an isolated structure at a distorted geometry (ωB97M-V/def2-TZVPD).

Element x y z (Å)
1 Zn -3.82 1.59 -1.69
2 N -7.13 4.17 -1.97
3 C -5.88 3.59 -1.71
4 S -4.94 3.27 -3.09
5 N -5.67 3.27 -0.43
6 N -4.49 2.74 -0.17
7 C -4.13 2.63 1.01
8 C -2.67 2.34 1.26
9 C -2.23 1.54 2.31
10 C -0.85 1.52 2.53
11 C 0.01 2.20 1.69
12 C -0.55 2.92 0.64
13 N -1.83 2.95 0.43
14 H -7.17 4.82 -2.74
15 H -7.53 4.56 -1.09
16 H -4.76 2.87 1.87
17 H -2.91 0.92 2.81
18 H -0.51 1.08 3.44
19 H 1.10 2.06 1.84
20 H 0.06 3.40 -0.17
21 F -6.01 -3.74 3.36
22 C -5.16 -3.39 4.34
23 F -5.19 -4.39 5.32
24 F -5.66 -2.36 4.99
25 C -3.76 -3.15 3.79
26 C -3.61 -2.33 2.71
27 C -2.30 -2.18 2.20
28 N -1.22 -2.66 2.83
29 C -1.42 -3.40 3.93
30 C -2.69 -3.66 4.45
31 H -4.48 -1.93 2.18
32 H -2.25 -1.68 1.28
33 H -0.47 -3.87 4.35
34 H -3.00 -4.37 5.29
35 O -5.01 0.03 -1.61
36 C -5.35 -0.63 -0.56
37 O -4.70 -0.68 0.44
38 H -6.30 -1.17 -0.68
39 C -1.26 1.06 -4.36
40 C -1.36 0.54 -3.03
41 O -0.73 -0.56 -2.73
42 N -1.97 1.15 -2.07
43 Te 1.32 0.58 -0.94
44 C 3.09 1.33 0.05
45 C 3.86 0.49 0.86
46 C 3.56 -1.01 1.10
47 C 5.09 0.95 1.38
48 C 5.57 2.26 1.28
49 C 6.95 2.66 1.78
50 C 4.77 3.11 0.58
51 C 3.55 2.68 -0.02
52 C 2.77 3.66 -0.78
53 C 2.14 -1.15 -1.67
54 C 3.36 -1.32 -2.43
55 C 4.15 -0.08 -2.82
56 C 3.80 -2.56 -2.84
57 C 2.98 -3.69 -2.53
58 C 3.19 -5.09 -3.19
59 C 1.86 -3.61 -1.70
60 C 1.46 -2.34 -1.28
61 C 0.29 -2.32 -0.37
62 H -0.27 0.85 -4.66
63 H -1.61 2.11 -4.45
64 H -1.81 0.42 -5.04
65 H 2.44 -1.15 1.08
66 H 3.75 -1.34 2.11
67 H 4.13 -1.56 0.37
68 H 5.81 0.28 1.80
69 H 7.02 2.74 2.93
70 H 7.23 3.71 1.59
71 H 7.63 2.06 1.28
72 H 5.16 4.10 0.32
73 H 1.85 3.26 -1.30
74 H 3.28 4.20 -1.53
75 H 2.45 4.48 -0.09
76 H 4.73 0.38 -2.01
77 H 3.52 0.76 -3.15
78 H 4.86 -0.28 -3.66
79 H 4.76 -2.78 -3.32
80 H 4.20 -5.32 -3.53
81 H 2.66 -5.04 -4.11
82 H 2.94 -5.93 -2.54
83 H 1.34 -4.50 -1.46
84 H -0.49 -1.58 -0.61
85 H 0.54 -2.14 0.71
86 H -0.10 -3.36 -0.40

LUMO (alpha / beta), eV: 2.30 / 2.29
Total charge: -1
Relative energy (zero: lowest compared OMol25 entry of this formula, charge and spin), eV: 1.3660
E_HOMO (alpha / beta), eV: -4.96 / -4.96
2S+1: 2

Atom charges from the Löwdin analysis, given in e for atoms 1 to 2: atom 1 (Zn): 0.52, atom 2 (N): 0.02